49
Properties=species:S:1:pos:R:3:lowdin_charge:R:1 method="wB97M-V/def2-TZVPD" orbital_gap_ev=9.173 total_charge=0 e_above_lowest_kj_mol=39.6 smiles="CCC[C@H]1CC[C@@H](C(=O)Nn2c(C)nc3ccccc3c2=O)CC1"
C 7.501 1.511 1.531 -0.12
C 6.847 0.418 0.694 -0.27
C 5.419 0.791 0.300 -0.20
C 4.718 -0.282 -0.540 -0.32
C 4.274 -1.486 0.308 -0.15
C 2.846 -1.320 0.813 -0.14
C 1.840 -1.302 -0.345 -0.22
C 0.661 -0.409 0.007 -0.42
O 0.689 0.489 0.813 0.09
N -0.430 -0.647 -0.798 0.13
N -1.680 -0.096 -0.509 0.07
C -1.938 1.244 -0.661 -0.30
C -0.845 2.115 -1.171 0.00
N -3.081 1.758 -0.391 0.16
C -4.092 0.959 0.065 -0.21
C -5.326 1.536 0.388 -0.01
C -6.360 0.745 0.831 -0.07
C -6.199 -0.636 0.964 -0.08
C -4.996 -1.223 0.652 -0.01
C -3.933 -0.433 0.201 -0.07
C -2.653 -1.028 -0.124 -0.34
O -2.364 -2.211 -0.112 0.08
C 2.497 -0.752 -1.627 -0.14
C 3.507 0.328 -1.262 -0.16
H 8.518 1.234 1.798 0.07
H 6.938 1.676 2.447 0.07
H 7.534 2.447 0.977 0.07
H 6.848 -0.515 1.261 0.10
H 7.437 0.253 -0.211 0.11
H 4.832 0.983 1.200 0.12
H 5.453 1.720 -0.275 0.12
H 5.429 -0.638 -1.295 0.14
H 4.943 -1.604 1.161 0.11
H 4.339 -2.403 -0.281 0.12
H 2.761 -0.381 1.362 0.11
H 2.596 -2.127 1.503 0.12
H 1.466 -2.312 -0.541 0.15
H -0.546 -1.591 -1.161 0.15
H -0.081 2.229 -0.403 0.08
H -1.259 3.088 -1.412 0.09
H -0.382 1.673 -2.051 0.09
H -5.435 2.603 0.281 0.11
H -7.310 1.194 1.081 0.10
H -7.023 -1.240 1.312 0.10
H -4.840 -2.287 0.746 0.12
H 1.732 -0.353 -2.297 0.11
H 3.006 -1.561 -2.154 0.12
H 3.020 1.058 -0.613 0.12
H 3.839 0.853 -2.160 0.12